Record 1
# C10H30ClFeIOP3

A structure of composition C10H30ClFeIOP3 (the ωB97M-V functional and the def2-TZVPD basis, the Open Molecules 2025 dataset).

Geometry as XYZ:
```
47
Properties=species:S:1:pos:R:3:nbo_charge:R:1
C -1.6966 -0.0067 -6.2725 -0.67
I -1.6307 0.1276 -4.1206 0.00
H -0.6691 0.0699 -6.6395 0.24
H -2.3025 0.8093 -6.6670 0.25
H -2.1298 -0.9672 -6.5522 0.24
Fe 0.1635 0.0047 -0.6427 1.44
P 0.1399 2.4108 -0.8424 0.83
C -1.4426 3.2727 -0.7382 -0.95
C 1.1826 3.0784 0.4767 -0.95
H 1.2860 4.1534 0.2938 0.27
H 1.0310 3.9693 -2.3825 0.26
H 2.1650 2.5927 0.4447 0.27
H 1.8848 2.3737 -2.4746 0.27
H -1.9123 3.0506 0.2316 0.25
H 0.7193 2.9058 1.4562 0.24
C 0.9112 2.8781 -2.4071 -0.95
H -1.2321 4.3472 -0.8330 0.26
H 0.2612 2.5487 -3.2310 0.27
H -2.0842 2.9184 -1.5586 0.27
P 0.1603 -2.4401 -0.4864 0.95
C -1.4276 -3.2634 -0.2501 -0.96
C 0.9395 -3.1108 -1.9688 -0.96
H 2.1741 -2.4063 0.8161 0.27
H 1.3108 -3.9795 0.8873 0.27
H 0.7356 -2.5900 1.8650 0.24
C 1.2010 -2.8947 0.9166 -0.95
H 1.9084 -2.6055 -2.1046 0.27
H 1.0605 -4.1861 -1.7784 0.26
H -1.2100 -4.3390 -0.1913 0.26
H -2.0674 -3.0348 -1.1159 0.27
H 0.2783 -2.9115 -2.8244 0.27
H -1.8941 -2.8962 0.6781 0.26
Cl 2.3304 -0.0087 -0.9357 -0.47
C -0.2033 -1.0392 4.5809 -0.88
P -0.0426 -0.1739 2.8388 1.86
C -1.4798 0.8424 3.1495 -0.99
C 1.6826 0.2116 3.1402 -1.00
O -0.1848 -0.3429 1.3049 -1.19
H 0.6546 -1.6230 4.8451 0.25
H -1.1329 -1.5667 4.7494 0.25
H -0.1927 -0.1517 5.2213 0.26
H -1.5293 1.1721 4.2056 0.27
H -1.4054 1.6497 2.4542 0.23
H -2.3857 0.2597 2.9334 0.29
H 2.3146 -0.3749 2.4679 0.28
H 1.7503 1.2535 2.8897 0.25
H 2.0103 0.0124 4.1706 0.28
```

Summary:
* gap between HOMO and LUMO (spin up / spin down): 8.96 / 6.31 eV
* multiplicity: 6
* highest occupied orbital energy (spin up / spin down): -14.9 / -14.9 eV
* net charge: +2
* lowest unoccupied orbital energy (spin up / spin down): -5.9 / -8.6 eV
* electronic energy: -3519.39123 Ha

---

Record 2
# C3H6N3O

The ion C3H6N3O with charge +1 (the ωB97M-V functional and the def2-TZVPD basis, the Open Molecules 2025 dataset).

Geometry as XYZ:
```
13
Properties=species:S:1:pos:R:3:nbo_charge:R:1
C -1.0868 -1.2956 -1.0141 -0.68
C -0.2317 -0.3220 -0.4156 0.11
C 1.0840 -0.0291 -0.4524 0.03
N 1.5504 0.8306 0.4738 -0.32
N 0.4532 1.2326 1.2179 -0.21
N -0.6920 0.6034 0.7798 0.36
O -1.7661 0.8086 1.2980 -0.27
H -0.5704 -2.1251 -1.3850 0.27
H -1.6747 -0.8917 -1.7940 0.26
H -1.7864 -1.5639 -0.1869 0.27
H 1.8050 -0.3821 -1.0471 0.25
H 2.4645 0.9335 0.7981 0.45
H 0.4510 2.2008 1.7276 0.48
```

Summary:
* gap between HOMO and LUMO (spin up / spin down): 9.09 / 9.09 eV
* multiplicity: 1
* highest occupied orbital energy (spin up / spin down): -14.3 / -14.3 eV
* SMILES: Cc1c[nH][nH][n+]1=O
* net charge: +1
* lowest unoccupied orbital energy (spin up / spin down): -5.2 / -5.2 eV
* electronic energy: -357.00920 Ha

---

Record 3
# C24H16F5N2PbS3

A structure of composition C24H16F5N2PbS3 (the ωB97M-V functional and the def2-TZVPD basis, the Open Molecules 2025 dataset).

Geometry as XYZ:
```
51
Properties=species:S:1:pos:R:3:nbo_charge:R:1
Pb 0.4381 -1.0329 0.1006 1.14
C 5.6211 0.1273 -0.0129 -0.60
C 4.2228 0.2069 -0.5297 -0.26
C 3.7610 1.6692 -0.4820 -0.61
C 3.4657 -0.7621 0.3275 0.00
C 2.9651 -0.4102 1.6248 -0.27
C 2.6227 -1.4362 2.5007 -0.22
C 2.7329 -2.7426 2.1996 0.00
C 2.4899 -3.8248 3.2257 -0.63
C 3.0657 -3.0895 0.9377 -0.22
C 3.3362 -2.1611 -0.0004 -0.20
H 6.3247 0.7439 -0.5324 0.23
H 5.9820 -0.9436 -0.1179 0.21
H 5.6540 0.2862 1.0724 0.22
H 4.0702 -0.2410 -1.5760 0.21
H 3.9807 2.1703 0.4587 0.22
H 2.6912 1.7374 -0.5603 0.20
H 4.1766 2.2040 -1.3538 0.24
H 2.8883 0.6196 1.9319 0.24
H 2.2007 -1.0928 3.4354 0.23
H 3.2792 -3.7095 3.9950 0.24
H 2.6527 -4.8343 2.8213 0.23
H 1.5526 -3.6121 3.7145 0.23
H 3.0894 -4.1305 0.7067 0.23
H 3.5193 -2.4817 -1.0259 0.23
F -6.7537 0.6555 0.3158 -0.24
C -5.6409 -0.0150 0.2660 0.37
C -4.8291 -0.0925 -0.9062 0.29
F -5.0871 0.5961 -2.0381 -0.29
C -3.7004 -0.9180 -0.9999 0.37
F -3.1989 -1.0279 -2.1587 -0.25
C -3.3036 -1.6277 0.1571 -0.33
S -1.8798 -2.6510 0.2307 0.07
C -4.0369 -1.4588 1.3631 0.37
F -3.5707 -2.0209 2.5021 -0.27
C -5.1641 -0.6666 1.4216 0.26
F -6.0081 -0.6468 2.4215 -0.26
S -0.6427 1.3428 0.9359 -0.03
C -1.4961 1.7303 -0.4569 -0.23
C -2.4636 2.8074 -0.3722 -0.11
C -3.0769 3.2940 -1.4897 -0.12
C -3.9403 4.4190 -1.2200 0.24
N -4.5218 5.3233 -0.7780 -0.21
C -2.8791 2.7105 -2.7957 -0.08
C -1.8805 1.7858 -2.9389 -0.16
C -1.1553 1.2533 -1.8275 -0.19
S 0.1578 0.2691 -2.2245 -0.04
C -3.4876 3.3135 -3.9331 0.22
N -3.8662 3.6078 -4.9822 -0.19
H -2.7989 3.1651 0.6174 0.25
H -1.5586 1.5918 -3.9707 0.26
```

Summary:
* gap between HOMO and LUMO (spin up / spin down): 4.98 / 5.61 eV
* multiplicity: 1
* highest occupied orbital energy (spin up / spin down): -11.8 / -12.1 eV
* net charge: +1
* lowest unoccupied orbital energy (spin up / spin down): -6.8 / -6.5 eV
* electronic energy: -2920.05464 Ha

---

Record 4
# C5H17N4P2

The ion C5H17N4P2 with charge +1 (the ωB97M-V functional and the def2-TZVPD basis, the Open Molecules 2025 dataset).

Geometry as XYZ:
```
28
Properties=species:S:1:pos:R:3:nbo_charge:R:1
C -2.6345 1.8809 1.4935 -0.61
C -1.3574 2.7261 1.7369 -0.42
C -0.1168 1.8343 1.7535 -0.23
N 0.1181 1.2049 0.4463 -0.81
P 0.9700 -0.7177 0.5442 1.99
C -0.1918 -1.7578 1.4606 -1.06
N 2.3584 -0.8981 1.4251 -1.15
N 1.1511 -1.1931 -0.9670 -1.42
P 0.5619 -0.7307 -2.3662 1.41
N 0.9964 -1.9644 -3.3755 -0.92
C 0.9343 -1.7356 -4.8680 -0.42
H -2.5456 0.9360 0.8389 0.21
H -2.8680 1.5265 2.4740 0.20
H -3.4041 2.6185 1.0354 0.22
H -1.3846 3.2236 2.6297 0.22
H -1.4272 3.2444 0.8009 0.22
H 0.6897 2.3674 2.2162 0.20
H -0.2955 1.0449 2.6885 0.16
H 0.8632 1.7523 0.0564 0.37
H 0.2500 -2.7390 1.7772 0.29
H -1.1183 -2.1070 0.7871 0.29
H -0.7129 -1.1453 2.3083 0.29
H 2.1928 -1.1547 2.3957 0.43
H 3.0590 -0.1686 1.2998 0.43
H 1.2851 -2.8006 -2.9052 0.43
H 0.1687 -1.0750 -5.2234 0.24
H 1.9122 -1.5148 -5.0821 0.22
H 0.5458 -2.6573 -5.3809 0.23
```

Summary:
* gap between HOMO and LUMO: 8.97 eV
* multiplicity: 1
* highest occupied orbital energy: -13.0 eV
* SMILES: CCC[NH+]=[P@](C)(N)/N=P/NC
* net charge: +1
* lowest unoccupied orbital energy: -4.0 eV
* electronic energy: -1102.17385 Ha

---

no.,strongest force on any atom (eV Å⁻¹)
1,2.5
2,4.7
3,4.2
4,5.1